No. 1
{
  "formula": "C7H10BN3O2S",
  "method": "ωB97M-V/def2-TZVPD",
  "relative_energy_kj_mol": 141.5,
  "homo_lumo_gap_ev": 7.813,
  "total_energy_ha": -1010.53401,
  "elements": ["B", "C", "C", "C", "C", "C", "C", "C", "N", "N", "N", "O", "O", "S", "H", "H", "H", "H", "H", "H", "H", "H", "H", "H"],
  "positions_angstrom": [[2.34412, -1.23036, 0.87177], [-3.23481, -1.30223, -0.38027], [-3.32318, -1.65099, 0.93071], [-1.37639, -0.35046, 0.29300], [1.77326, -0.03862, -1.44573], [1.39557, -0.98067, -0.36308], [-0.13954, 0.37646, 0.26213], [-0.59048, 2.51412, -0.91764], [-2.14530, -0.58595, -0.71649], [1.11932, 1.03422, -1.64537], [0.06568, 1.23652, -0.85110], [2.25836, -0.44439, 1.97134], [3.22803, -2.25177, 0.76000], [-1.97518, -1.04002, 1.81088], [-3.96422, -1.54476, -1.13326], [-4.09081, -2.20390, 1.43022], [2.59861, -0.25645, -2.10427], [0.85780, -1.85327, -0.72293], [0.25612, 0.68874, 1.22523], [-0.77676, 2.76764, -1.96036], [-1.54482, 2.44688, -0.39726], [0.00953, 3.31358, -0.46523], [2.84820, -0.65936, 2.69582], [3.83456, -2.38288, 1.48900]]
}


No. 2
{
  "formula": "C7H10BrClO5S",
  "method": "ωB97M-V/def2-TZVPD",
  "homo_lumo_gap_ev": 11.334,
  "total_energy_ha": -4081.28897,
  "elements": ["O", "C", "Br", "C", "C", "O", "S", "O", "O", "O", "C", "C", "C", "C", "Cl", "H", "H", "H", "H", "H", "H", "H", "H", "H", "H"],
  "positions_angstrom": [[1.02236, -2.52472, 1.85310], [1.07263, -2.81723, 0.73029], [1.72325, -4.56234, 0.13694], [0.56465, -1.79096, -0.33832], [0.84226, -0.33790, 0.10962], [2.30970, -0.29225, 0.03513], [2.75759, 1.26473, -0.06126], [4.02990, 1.49477, -0.63892], [2.54619, 1.81555, 1.24373], [1.52459, 1.76923, -1.02605], [0.44841, 0.80487, -0.88431], [-1.00470, 1.40766, -0.81015], [-1.68563, 1.30974, 0.59893], [-2.63730, 0.06073, 0.66968], [-4.09468, 0.31139, -0.40076], [-0.51397, -2.01518, -0.49054], [1.06874, -2.02828, -1.30079], [0.59898, -0.05914, 1.15437], [0.43732, 0.35731, -1.91187], [-1.60998, 0.79017, -1.51193], [-1.00342, 2.44447, -1.21165], [-2.36582, 2.19021, 0.69098], [-0.97944, 1.35288, 1.45107], [-2.08926, -0.78391, 0.21183], [-2.96240, -0.16181, 1.70088]]
}


No. 3
{
  "formula": "C7H10BrFN2",
  "method": "ωB97M-V/def2-TZVPD",
  "relative_energy_kj_mol": 283.9,
  "homo_lumo_gap_ev": 8.817,
  "total_energy_ha": -3055.98791,
  "elements": ["C", "C", "C", "C", "C", "C", "C", "N", "N", "F", "Br", "H", "H", "H", "H", "H", "H", "H", "H", "H", "H"],
  "positions_angstrom": [[0.41958, -0.32636, -0.41014], [1.49998, 0.50291, -0.45325], [1.66978, -1.15801, -1.87948], [2.07478, 1.66802, 0.27956], [-2.56565, 0.22673, -0.25231], [-1.74491, -1.05535, 1.75372], [-1.54849, 0.13684, 0.86564], [0.53583, -1.39293, -1.21786], [2.30282, -0.08745, -1.37187], [-1.23763, 1.26803, 1.46102], [2.35916, -2.49872, -2.97047], [2.10781, 1.45818, 1.35464], [3.01939, 1.69199, -0.12929], [1.62990, 2.66463, 0.31475], [-2.24353, 1.17458, -0.77680], [-3.68634, 0.27534, 0.03055], [-2.41710, -0.68482, -0.87289], [-2.79378, -1.08191, 2.31937], [-1.06999, -1.09539, 2.54577], [-1.59204, -1.90374, 1.11905], [3.28043, 0.21745, -1.70970]]
}


No. 4
{
  "formula": "C7H10BrN3O3",
  "method": "ωB97M-V/def2-TZVPD",
  "relative_energy_kj_mol": 228.9,
  "homo_lumo_gap_ev": 6.487,
  "total_energy_ha": -3236.52613,
  "elements": ["N", "C", "N", "C", "C", "C", "C", "O", "C", "C", "Br", "N", "O", "O", "H", "H", "H", "H", "H", "H", "H", "H", "H", "H"],
  "positions_angstrom": [[-2.67393, -1.92385, -0.80754], [-1.63965, -1.22519, -0.19989], [-1.30334, -0.01439, -0.15052], [-1.90438, 1.11615, -0.43462], [-1.36299, 2.33086, -0.09648], [-0.06824, 2.62137, 0.34443], [0.76088, 1.52336, 0.45395], [2.05424, 1.49413, 0.82405], [2.49399, 0.12629, 0.86909], [2.46338, -0.45376, -0.57291], [2.98037, -2.31186, -0.37710], [-0.71513, -1.97601, 0.55531], [-0.76720, -3.20972, 0.49636], [0.03269, -1.42039, 1.37175], [-3.22980, -1.35407, -1.43259], [-2.53040, -2.82422, -1.12543], [-2.89280, 1.04812, -0.95917], [-2.04807, 3.17763, -0.29310], [0.22388, 3.63930, 0.42313], [0.12016, 0.64697, 0.55892], [3.48536, -0.06755, 1.28757], [1.81968, -0.55190, 1.39610], [3.27536, 0.08900, -1.14044], [1.42598, -0.48027, -0.99089]]
}


No. 5
{
  "formula": "C7H10BrNO2S",
  "method": "ωB97M-V/def2-TZVPD",
  "relative_energy_kj_mol": 0.0,
  "homo_lumo_gap_ev": 8.614,
  "total_energy_ha": -3450.11820,
  "elements": ["C", "C", "C", "N", "C", "C", "O", "O", "C", "S", "C", "Br", "H", "H", "H", "H", "H", "H", "H", "H", "H", "H"],
  "positions_angstrom": [[0.69917, 1.69503, 1.15372], [0.85137, 0.56368, 0.18168], [1.57044, 1.01403, -1.18064], [-0.40665, -0.17303, 0.02431], [-0.62649, -1.50002, -0.20937], [-0.01583, -2.47001, 0.87492], [0.43544, -3.53511, 0.68145], [-0.26517, -1.94719, 2.05890], [-1.47213, -1.79927, -1.24275], [-2.25008, -0.43735, -1.98458], [-1.40446, 0.63526, -0.69569], [-2.71829, 1.20525, 0.79096], [-0.07971, 2.25065, 0.93890], [0.50252, 1.28221, 2.08450], [1.55675, 2.34136, 1.03251], [1.48533, -0.13824, 0.65108], [2.66366, 0.77752, -1.02826], [1.44394, 2.08442, -1.24471], [1.14315, 0.43702, -2.02209], [-0.61090, -1.03769, 1.85848], [-1.45134, -2.78756, -1.68437], [-1.05072, 1.53905, -1.03893]]
}


No. 6
{
  "formula": "C7H10Cl3N3",
  "method": "ωB97M-V/def2-TZVPD",
  "relative_energy_kj_mol": 18.6,
  "homo_lumo_gap_ev": 11.811,
  "total_energy_ha": -1817.53140,
  "elements": ["Cl", "C", "Cl", "Cl", "H", "C", "C", "N", "H", "H", "H", "C", "C", "N", "H", "H", "H", "C", "C", "N", "H", "H", "H"],
  "positions_angstrom": [[0.34885, 0.06182, 1.76325], [1.07324, 0.33490, 0.17268], [-0.15728, 0.37123, -1.13767], [2.29779, -0.90068, -0.21547], [1.53232, 1.31304, 0.11644], [-3.62079, 0.18542, -1.88340], [-3.39964, 1.62482, -2.07405], [-3.24961, 2.75102, -2.20812], [-3.23079, -0.33390, -2.75892], [-4.67066, -0.00514, -1.69396], [-2.97945, -0.12784, -1.06184], [5.28862, 1.41532, 0.99577], [4.38105, 2.10497, 0.11874], [3.61780, 2.64121, -0.54785], [5.62518, 2.05556, 1.81012], [6.15800, 1.04344, 0.45503], [4.79355, 0.54975, 1.44143], [-2.09123, -2.44639, 0.66345], [-2.80222, -2.62753, 1.92548], [-3.35649, -2.77003, 2.91600], [-2.66962, -2.85250, -0.15744], [-1.13676, -2.97204, 0.78485], [-1.75186, -1.41642, 0.57548]]
}


No. 7
{
  "formula": "C7H10ClCrNO4",
  "method": "ωB97M-V/def2-TZVPD",
  "relative_energy_kj_mol": 109.5,
  "total_charge": -1,
  "homo_lumo_gap_ev": [6.348, 6.945],
  "multiplicity": 4,
  "total_energy_ha": -2132.77426,
  "elements": ["C", "C", "C", "C", "C", "Cr", "N", "C", "C", "H", "H", "H", "H", "H", "H", "H", "H", "H", "H", "O", "Cl", "O", "O", "O"],
  "positions_angstrom": [[-0.93958, 1.25618, -1.99559], [0.46493, 1.01183, -2.26165], [1.23494, 1.73857, -1.21599], [0.26869, 2.36176, -0.33913], [-1.07058, 2.05836, -0.84656], [-0.01800, 0.14316, -0.32999], [-1.11548, -1.32646, 0.17910], [-0.29764, -2.56192, 0.31952], [0.87848, -2.16761, -0.52153], [2.30339, 1.90194, -1.18920], [0.83384, 0.52503, -3.16244], [0.48189, 2.90681, 0.58401], [-2.04837, 2.31885, -0.43362], [-1.80217, 0.88904, -2.56148], [0.76515, -2.23549, -1.57276], [-0.93728, -3.31137, -0.01989], [-2.27291, -1.00779, 0.19431], [1.80240, -1.86136, -0.11134], [-0.12215, -2.45452, 1.37716], [0.13249, -1.48687, 3.34424], [0.31142, -0.03696, 3.39529], [-0.97245, 0.64702, 3.36878], [1.05970, 0.34207, 4.55431], [1.05906, 0.34904, 2.13335]]
}


No. 8
{
  "formula": "C7H10ClN",
  "method": "ωB97M-V/def2-TZVPD",
  "relative_energy_kj_mol": 70.2,
  "homo_lumo_gap_ev": 10.007,
  "total_energy_ha": -787.59007,
  "elements": ["C", "C", "C", "N", "C", "Cl", "C", "C", "C", "H", "H", "H", "H", "H", "H", "H", "H", "H", "H"],
  "positions_angstrom": [[1.24405, -1.56496, 0.89762], [1.19687, -0.57458, -0.27621], [0.07343, -1.04754, -1.22640], [-1.15668, -0.73882, -1.08079], [-1.54418, 0.23566, -0.14180], [-3.11198, -0.34536, 0.67834], [-1.50019, 1.73135, -0.50463], [-0.56437, 1.12372, 0.54018], [0.90508, 0.88713, 0.17927], [0.96958, -1.08196, 1.82589], [2.10115, -2.28413, 0.88042], [0.46265, -2.37419, 0.78447], [2.19982, -0.40707, -0.84167], [0.38438, -1.82365, -1.88324], [-2.38947, 2.25267, -0.25480], [-1.13775, 1.95323, -1.57774], [-0.64641, 1.22577, 1.56275], [1.50373, 1.13588, 1.08709], [1.01027, 1.69686, -0.64873]]
}


No. 9
{
  "formula": "C7H10ClN2O2",
  "method": "ωB97M-V/def2-TZVPD",
  "relative_energy_kj_mol": 429.7,
  "total_charge": 1,
  "homo_lumo_gap_ev": 9.325,
  "total_energy_ha": -992.45985,
  "elements": ["C", "C", "C", "C", "C", "C", "C", "N", "N", "O", "O", "Cl", "H", "H", "H", "H", "H", "H", "H", "H", "H", "H"],
  "positions_angstrom": [[2.57575, 1.21649, 0.05966], [-0.38068, -1.70337, -0.54185], [-1.52988, -0.70475, -0.90185], [-0.99336, 1.41259, 0.28037], [0.33829, 1.12283, 0.81289], [0.91335, -0.98798, -0.62978], [-2.01472, 0.29402, 0.12485], [1.39424, 1.63065, 0.34208], [1.71830, -1.15655, 0.32686], [1.95896, -1.67332, 1.34132], [2.97275, -0.02387, -0.03328], [-2.20470, -0.45067, 1.78924], [3.27199, 2.00920, -0.18225], [-0.43327, -2.22271, 0.42488], [-0.24688, -2.62325, -1.17488], [-1.34539, -0.04034, -1.75146], [-2.38837, -1.17847, -1.22708], [-1.38994, 1.99013, 1.14046], [-1.00068, 2.26295, -0.50059], [0.39483, 0.74843, 1.89525], [1.39081, -0.59744, -1.52911], [-3.00140, 0.67543, -0.06573]]
}


No. 10
{
  "formula": "C7H10ClNO2",
  "method": "ωB97M-V/def2-TZVPD",
  "relative_energy_kj_mol": 48.0,
  "homo_lumo_gap_ev": 10.163,
  "total_energy_ha": -938.10976,
  "elements": ["O", "C", "O", "C", "N", "C", "Cl", "C", "C", "C", "C", "H", "H", "H", "H", "H", "H", "H", "H", "H", "H"],
  "positions_angstrom": [[-3.41061, -0.46171, 0.07401], [-2.31036, -0.86105, -0.05350], [-1.98570, -2.18013, -0.05812], [-1.05822, -0.00954, -0.45485], [0.04849, -0.97968, -0.85456], [1.07517, -0.51237, -0.03945], [2.50211, -2.03946, 0.07955], [1.65972, 0.88854, -0.52666], [0.62823, 1.75028, 0.11020], [-0.43631, 0.80428, 0.68218], [0.46252, -0.27099, 1.31929], [-0.95383, -2.33574, -0.21856], [-1.55046, 0.47119, -1.34701], [0.25263, -1.13204, -1.81250], [1.42321, 0.95413, -1.68520], [2.74929, 0.93664, -0.45034], [1.03483, 2.53185, 0.75261], [0.01026, 2.45125, -0.67843], [-1.28823, 1.16055, 1.31251], [1.16099, 0.01037, 2.21134], [-0.01374, -1.17638, 1.63748]]
}


No. 11
{
  "formula": "C7H10ClNO3S",
  "method": "ωB97M-V/def2-TZVPD",
  "relative_energy_kj_mol": 113.7,
  "homo_lumo_gap_ev": 8.568,
  "total_energy_ha": -1411.49442,
  "elements": ["C", "C", "C", "S", "O", "O", "C", "N", "O", "C", "C", "C", "Cl", "H", "H", "H", "H", "H", "H", "H", "H", "H", "H"],
  "positions_angstrom": [[2.66324, 0.10196, 1.43662], [1.32871, 0.44283, 0.80426], [0.12755, 0.01962, 1.34115], [-1.40523, 0.72442, 1.12718], [-2.27755, 0.15462, 2.06526], [-1.26012, 2.18224, 1.05738], [-1.92426, 0.29152, -0.56867], [-2.71747, -0.92160, -0.61837], [-2.62132, 1.35984, -1.10851], [-0.51786, 0.05476, -1.35158], [0.36229, 1.25817, -1.19905], [1.32796, 1.32628, -0.28572], [2.36567, 2.70754, -0.30039], [3.24094, -0.34427, 0.67826], [2.37717, -0.69666, 2.22982], [3.21075, 0.92324, 1.84535], [0.21618, -0.69835, 2.13381], [-2.77694, -1.47819, 0.30534], [-2.36384, -1.42844, -1.40025], [-2.07568, 2.14511, -1.05595], [-0.73931, -0.29809, -2.28641], [-0.04643, -0.76438, -0.80424], [0.07525, 2.12022, -1.81244]]
}


No. 12
{
  "formula": "C7H10FI2N",
  "method": "ωB97M-V/def2-TZVPD",
  "relative_energy_kj_mol": 200.3,
  "homo_lumo_gap_ev": [5.739, 5.742],
  "total_energy_ha": -1022.56668,
  "elements": ["C", "C", "C", "C", "C", "C", "C", "N", "F", "I", "I", "H", "H", "H", "H", "H", "H", "H", "H", "H", "H"],
  "positions_angstrom": [[1.30149, 0.29218, -0.99665], [0.63105, -0.70831, -0.30297], [-0.67029, -0.93071, -0.55403], [2.78474, 0.41743, -0.93921], [1.26655, -1.44152, 0.84950], [-3.09285, -0.79409, -0.43467], [-1.35841, 1.88216, 1.13016], [-1.79657, -1.21895, -0.80305], [-2.28372, 2.63943, 0.47748], [0.60537, 2.65092, 0.54152], [-1.69089, 2.09674, 3.26942], [0.79720, 0.74220, -1.83817], [3.23501, -0.57528, -0.98941], [3.14884, 1.01551, -1.76969], [3.12600, 0.87640, -0.01326], [0.53445, -2.05139, 1.37136], [2.07402, -2.08272, 0.50030], [1.67964, -0.71700, 1.54893], [-3.05108, 0.07518, 0.23398], [-3.59912, -1.62325, 0.06220], [-3.64142, -0.54495, -1.34373]]
}